# 1
Below is a molecular structure, C30H46NdO3P2 at a distorted geometry, with properties calculated with the ωB97M-V functional and the def2-TZVPD basis.

Positions of all 82 atoms, in Å:
1 Nd 1.063867 -0.346029 0.296079
2 C -0.476256 -1.041426 2.382677
3 C -0.298382 -2.269280 1.663953
4 C 1.691321 -1.759645 2.730859
5 C 0.743262 -0.755293 3.065138
6 C 1.050690 -2.705337 1.885383
7 C -1.684921 -0.185242 2.509050
8 H -2.514123 -0.546413 1.889028
9 H -1.480824 0.863347 2.219510
10 H -2.027153 -0.151765 3.558774
11 C 0.909811 0.294883 4.096363
12 H 0.566661 1.273903 3.735719
13 H 1.958720 0.396902 4.403283
14 H 0.313324 0.058905 4.997848
15 C 3.045851 -1.869528 3.324202
16 H 2.989977 -2.012889 4.417022
17 H 3.625286 -0.954824 3.131452
18 H 3.604047 -2.715618 2.901743
19 C 1.640949 -4.022709 1.510107
20 H 1.687996 -4.691682 2.392076
21 H 2.673374 -3.906768 1.144313
22 H 1.055055 -4.535543 0.735572
23 C -1.343346 -3.040243 0.926094
24 H -1.611197 -3.960017 1.474502
25 H -0.998235 -3.353893 -0.073881
26 H -2.257377 -2.446203 0.793257
27 C -5.297882 1.009691 -2.144402
28 C -5.347656 1.108971 -3.481780
29 C -4.212635 1.243900 -4.464939
30 C -2.837847 1.510776 -3.818394
31 C -2.168255 0.193710 -3.485096
32 C -2.873541 -0.769126 -2.766373
33 C -3.363804 -0.487058 -1.401643
34 C -4.108121 0.854952 -1.214695
35 H -4.442721 2.055405 -5.176434
36 H -2.945158 2.130817 -2.931126
37 H -4.141191 0.329223 -5.072965
38 H -3.405940 1.699140 -1.247497
39 H -6.248846 0.990726 -1.584239
40 H -6.341512 1.089237 -3.962292
41 H -4.512331 0.852510 -0.187305
42 H -4.048536 -1.297177 -1.098463
43 H -2.756667 -1.840313 -3.001497
44 H -2.533219 -0.524200 -0.654577
45 H -2.227298 2.096770 -4.512217
46 H -1.513919 -0.177805 -4.298748
47 P -0.114093 0.598049 -2.341216
48 C -0.565676 2.154089 -1.432559
49 C 0.477620 1.443881 -3.901048
50 P 1.035341 -2.088776 -1.592192
51 C 1.546421 -0.437654 -2.304709
52 C 0.150211 -2.800052 -3.047512
53 C 2.677982 -2.872770 -1.743627
54 H 0.193652 2.512204 -0.722017
55 H -1.510733 2.001871 -0.887156
56 H -0.732713 2.952907 -2.178765
57 H 0.954174 2.407069 -3.652114
58 H -0.333601 1.629172 -4.612074
59 H 1.215741 0.831565 -4.426516
60 H 3.046810 -2.655194 -2.755233
61 H 2.547409 -3.950533 -1.588616
62 H 3.364013 -2.461454 -0.989262
63 H 2.436161 0.066596 -1.854296
64 H 1.790816 -0.720923 -3.341193
65 H 0.037060 -3.880303 -2.869552
66 H 0.772161 -2.656395 -3.945082
67 H -0.843515 -2.360039 -3.223073
68 O 0.815344 3.596370 2.415547
69 C 2.027452 3.425218 2.993091
70 C 2.201819 3.985379 4.257814
71 C 3.346395 3.677485 4.979975
72 C 4.351410 2.867740 4.422052
73 C 4.177419 2.276572 3.170630
74 C 3.050150 2.600353 2.408709
75 C 2.648668 1.678531 1.360955
76 O 3.161063 0.518091 1.192937
77 O 1.584871 1.975719 0.652615
78 H 0.898052 3.104073 1.547907
79 H 1.391578 4.596111 4.669653
80 H 3.443045 4.062279 5.990948
81 H 5.266482 2.673748 4.979363
82 H 4.889680 1.561278 2.760195

Cartesian forces (eV/Å) of the 6 atoms listed first:
Nd 0.0 0.6 4.3
C 0.8 -0.5 -0.2
C 0.6 0.5 0.2
C -0.9 0.2 -0.2
C -0.1 -0.5 -0.9
C -0.4 0.8 -0.1

Output
highest occupied orbital energy (spin up / spin down) = -10.2475 / -10.2657 eV
total charge = +1
Kohn-Sham gap (spin up / spin down) = 6.868 / 6.993 eV
expectation value of S² = 3.757
2S+1 = 4

# 2
Below is 2 unconnected molecules or ions with the total composition C4H12 at a distorted geometry, with properties calculated with the ωB97M-V functional and the def2-TZVPD basis.

Positions of all 16 atoms, in Å:
1 C -0.932271 -0.899187 -2.189379
2 C -0.722695 -1.935933 -1.082154
3 H -1.560019 -1.331974 -2.947305
4 H -1.443265 -0.041221 -1.803986
5 H 0.129990 -0.673252 -2.665676
6 H -0.230115 -2.778722 -1.567841
7 H -1.647893 -2.276280 -0.587190
8 H -0.237624 -1.380517 -0.260661
9 C 0.074448 1.401618 1.854315
10 C 1.541598 1.366714 1.310498
11 H 0.005633 1.497812 2.954007
12 H -0.185596 2.444129 1.578478
13 H -0.496239 0.490182 1.801360
14 H 1.547703 1.523916 0.217363
15 H 1.985907 0.425487 1.608634
16 H 2.170439 2.167228 1.779535

Cartesian forces (eV/Å) of the 6 atoms listed first:
C 1.9 -0.7 -0.6
C -0.6 0.9 0.3
H -0.2 -0.1 -0.7
H 0.1 0.9 0.1
H -2.3 0.0 0.9
H 0.5 -0.1 0.8

Output
highest occupied orbital energy (spin up / spin down) = 1.5091 / -7.2062 eV
relative energy (zero: lowest compared OMol25 entry of this formula, charge and spin) = 93.0 kJ/mol
total charge = -1
Kohn-Sham gap (spin up / spin down) = 2.776 / 11.473 eV
expectation value of S² = 0.750
2S+1 = 2

# 3
Below is 2 unconnected molecules or ions with the total composition C7H19N3O4P at a distorted geometry, with properties calculated with the ωB97M-V functional and the def2-TZVPD basis.

Positions of all 34 atoms, in Å:
1 C -2.959292 -0.923994 -1.935240
2 C -1.689657 -2.003597 2.079243
3 C 0.683230 2.487699 -0.935755
4 C 2.913442 1.859751 1.623573
5 C -2.063635 0.204188 -1.486701
6 C -0.942885 0.057301 0.705944
7 C 1.615812 0.424744 -0.007729
8 N -1.048915 -1.385335 0.927760
9 N 1.527011 1.316098 -1.027701
10 N 2.138732 0.630552 1.217916
11 O 0.644784 -1.628211 -1.697153
12 O 3.227155 -1.493306 -1.123778
13 O 1.674567 -2.183935 0.746317
14 O -2.055393 0.586769 -0.101276
15 P 1.765365 -1.388057 -0.696412
16 H -3.396848 -0.642965 -3.011808
17 H -2.247436 -1.706369 -2.063167
18 H -3.741651 -1.273919 -1.238798
19 H -1.416288 -3.077197 1.983326
20 H -1.258299 -1.380287 2.916363
21 H -2.852000 -1.890226 2.092357
22 H 0.495577 3.093491 -1.896089
23 H -0.216263 2.066797 -0.599464
24 H 1.340123 3.062110 -0.232034
25 H 3.226297 1.803015 2.699507
26 H 3.703061 2.045659 0.866860
27 H 2.183860 2.748178 1.439977
28 H -2.284805 1.099039 -2.074239
29 H -1.045695 0.027777 -1.613859
30 H -0.987841 0.691198 1.575199
31 H -1.335165 -1.887713 0.084487
32 H 1.452965 0.715474 -1.841920
33 H 0.778221 -1.934963 0.827145
34 H 2.171882 -0.119761 1.797155

Cartesian forces (eV/Å) of the 6 atoms listed first:
C -0.7 0.4 -1.8
C -1.0 1.4 -0.1
C 2.2 1.2 -0.6
C -2.4 0.5 -1.3
C -0.5 2.1 1.5
C 0.4 -0.3 -2.2

Output
highest occupied orbital energy (spin up / spin down) = -2.3610 / -2.3632 eV
relative energy (zero: lowest compared OMol25 entry of this formula, charge and spin) = 298.5 kJ/mol
total charge = -1
Kohn-Sham gap (spin up / spin down) = 5.613 / 5.615 eV

# 4
Below is a molecular structure, C51H31I4N10O4S3Sn at a distorted geometry, with properties calculated with the ωB97M-V functional and the def2-TZVPD basis.

Positions of all 104 atoms, in Å:
1 Sn 14.162256 15.434257 12.144838
2 I 19.396858 9.915245 18.693289
3 C 18.004179 11.162558 17.606717
4 C 17.856351 10.911972 16.255725
5 C 17.146083 11.808638 15.475189
6 C 16.606694 13.023531 15.977637
7 C 16.693802 13.236734 17.345443
8 C 17.454191 12.366268 18.157504
9 C 15.914108 13.944722 15.094986
10 C 14.548764 13.966119 15.151879
11 C 13.734671 13.069292 15.894048
12 C 12.433640 13.376587 15.607085
13 C 12.484216 14.470112 14.694622
14 C 11.238973 15.029266 14.172519
15 C 10.183754 15.183611 15.331260
16 C 8.808019 15.013001 15.110340
17 C 7.954928 14.997919 16.220210
18 C 8.414666 15.039807 17.487638
19 I 7.262884 15.038346 19.221382
20 C 9.814927 15.296151 17.751361
21 C 10.641322 15.423831 16.652061
22 C 11.355029 16.377670 13.575585
23 N 12.470006 16.843805 12.994580
24 C 12.113979 18.109459 12.491461
25 C 12.810219 18.815092 11.534010
26 C 12.188627 19.971396 10.910823
27 C 11.256756 19.690461 9.915958
28 C 10.616498 20.663569 9.214335
29 C 10.727140 21.999937 9.579706
30 I 9.797104 23.380924 8.371866
31 C 11.563221 22.325434 10.631400
32 C 12.323929 21.309048 11.232978
33 C 14.125536 18.411018 11.014721
34 C 14.721949 18.944437 9.896539
35 C 16.006846 18.496383 9.937758
36 C 16.183109 17.659920 11.101358
37 N 14.980083 17.655086 11.778930
38 C 17.308024 17.012198 11.556744
39 C 17.297901 16.118024 12.680078
40 C 18.456607 15.651285 13.329888
41 C 18.089323 14.843984 14.365128
42 C 16.681788 14.796933 14.290480
43 N 16.180742 15.635295 13.317474
44 C 18.581906 17.323818 10.926051
45 C 18.932349 18.656399 10.686909
46 C 20.065343 18.964978 9.916071
47 C 20.821989 18.016049 9.311486
48 I 22.484504 18.569025 8.078102
49 C 20.504152 16.682048 9.611487
50 C 19.463555 16.304466 10.413423
51 C 10.734524 18.446821 12.868381
52 C 10.313495 17.386585 13.582563
53 N 13.711425 14.845527 14.403722
54 H 18.303980 10.018806 15.762530
55 H 17.034802 11.582496 14.448144
56 H 16.311067 14.090990 17.966480
57 H 17.640024 12.525330 19.170354
58 H 14.127733 12.242677 16.489780
59 H 11.535638 12.881036 15.967673
60 H 8.423692 14.868390 14.115610
61 H 6.853817 14.869555 16.105369
62 H 10.156673 15.498568 18.799021
63 H 11.650345 15.717575 16.744749
64 H 11.161864 18.613306 9.598535
65 H 9.924349 20.450107 8.409332
66 H 11.776817 23.371598 10.885756
67 H 13.085186 21.606915 11.876116
68 H 14.358976 19.582678 9.047811
69 H 16.821883 18.580298 9.185410
70 H 19.426739 15.940758 12.992243
71 H 18.647738 14.251991 15.114044
72 H 18.372843 19.442482 11.112814
73 H 20.308875 19.966064 9.671450
74 H 21.195008 15.937881 9.189435
75 H 19.246762 15.343810 10.659990
76 H 10.156353 19.360425 12.648909
77 H 9.372658 17.348888 14.132855
78 O 16.969441 14.557801 10.053746
79 N 17.387874 14.562691 8.892103
80 C 16.439432 14.914806 7.965629
81 C 15.117409 15.195785 8.357089
82 N 14.015245 15.328587 8.681710
83 C 16.718148 14.887899 6.601140
84 N 16.871377 14.898487 5.472199
85 O 9.487424 13.981461 10.406196
86 S 9.775441 15.043952 11.289583
87 O 8.737080 15.876418 11.936274
88 O 10.860047 15.916268 10.896304
89 S 10.609407 13.873494 12.873165
90 C 17.993799 10.402003 9.243645
91 C 17.775639 11.307023 10.460178
92 C 16.380347 11.538992 10.906777
93 N 16.100896 11.859426 12.130305
94 N 14.723489 12.067336 12.378952
95 C 14.033857 11.793176 11.342393
96 N 12.690411 11.802028 11.303285
97 S 15.028390 11.512875 9.868295
98 H 19.041940 10.077861 9.167236
99 H 17.744637 10.843185 8.313084
100 H 17.417790 9.484342 9.406431
101 H 18.085691 12.362611 10.341058
102 H 18.329665 10.909851 11.307722
103 H 12.202005 12.376009 12.046363
104 H 12.152628 12.017777 10.444683

Cartesian forces (eV/Å) of the 6 atoms listed first:
Sn 0.3 0.3 0.5
I -0.9 0.7 -0.3
C 0.3 1.4 0.6
C 0.1 -0.7 -0.4
C -0.1 1.1 0.7
C 0.6 -2.0 0.7

Output
highest occupied orbital energy = -5.6923 eV
relative energy (zero: lowest compared OMol25 entry of this formula, charge and spin) = 0.0 kJ/mol
total charge = -1
Kohn-Sham gap = 5.388 eV